--- i ---
A single C3H5BO2 molecule. Source: the Open Molecules 2025 dataset; level of theory: ωB97M-V/def2-TZVPD.

Structure (XYZ):
```
11
Properties=species:S:1:pos:R:3:lowdin_charge:R:1
B 1.2082 -0.1657 -0.0226 -0.876
C 0.0616 0.9303 -0.0293 0.155
C -1.2582 0.5185 0.0742 -0.171
C -1.5976 -0.7737 -0.1344 0.136
O 0.8603 -1.4164 0.0977 0.020
O 2.4228 0.4226 -0.1036 0.135
H 0.3718 1.9793 -0.1083 0.115
H -2.0142 1.3551 0.4440 0.154
H -2.5359 -1.2087 0.3127 0.103
H -0.6805 -1.4306 -0.5327 0.109
H 3.1618 -0.2106 0.0022 0.119
```

Results
- LUMO (alpha / beta): -2.1962 / -2.1954 eV
- M: 83.88 Da
- HOMO (alpha / beta): -9.0 / -9.0 eV
- Kohn-Sham gap (alpha / beta): 6.779 / 6.781 eV


--- ii ---
A single C3H5BO2 molecule. Source: the Open Molecules 2025 dataset; level of theory: ωB97M-V/def2-TZVPD.

Structure (XYZ):
```
11
Properties=species:S:1:pos:R:3:lowdin_charge:R:1
B -1.5211 -0.2479 -0.0001 -0.109
C -0.3405 -1.1339 0.0203 -0.018
C 0.9341 -0.6545 0.0219 -0.054
C 1.2531 0.8038 0.0050 -0.499
O 0.2506 1.6704 0.0106 -0.214
O -2.7239 0.1653 -0.0066 0.285
H -0.4694 -2.2086 0.0195 0.090
H 1.7787 -1.3316 0.0179 0.112
H 1.9539 0.9508 0.8646 0.128
H 1.9099 0.9155 -0.8954 0.129
H -3.0253 1.0708 -0.0576 0.151
```

Results
- LUMO: 0.1826 eV
- M: 83.88 Da
- HOMO: -7.8 eV
- Kohn-Sham gap: 8.006 eV


Preferred: i; penalty for the next structure: 0.0176 hartree.


--- i ---
A single C5H4 molecule. Source: the Open Molecules 2025 dataset; level of theory: ωB97M-V/def2-TZVPD.

Structure (XYZ):
```
9
Properties=species:S:1:pos:R:3:lowdin_charge:R:1
C 1.5435 -0.0021 -0.4578 0.046
C -0.9434 0.8018 0.1574 -0.126
C -0.9422 -0.8023 0.1619 -0.125
C 0.2845 -0.0057 -0.1010 -0.255
C -2.0685 0.0019 -0.3266 0.117
H 2.0753 0.9208 -0.6154 0.059
H 2.0737 -0.9228 -0.6360 0.060
H -1.0046 1.5824 0.9020 0.112
H -1.0183 -1.5739 0.9154 0.112
```

Results
- LUMO: 0.5346 eV
- M: 64.09 Da
- HOMO: -9.1 eV
- Kohn-Sham gap: 9.635 eV


--- ii ---
A single C5H4 molecule. Source: the Open Molecules 2025 dataset; level of theory: ωB97M-V/def2-TZVPD.

Structure (XYZ):
```
9
Properties=species:S:1:pos:R:3:lowdin_charge:R:1
C 1.7223 -0.4457 -0.1711 -0.029
C 1.1190 0.6381 0.2718 -0.135
C 0.1680 1.4366 0.6474 -0.046
C -1.0422 1.0042 0.4351 -0.075
C -1.8294 0.0601 -0.0013 0.030
H 1.9674 -1.2745 0.4910 0.056
H 1.9000 -0.5942 -1.2353 0.057
H -1.1243 -0.7517 -0.2473 0.084
H -2.8809 -0.0729 -0.1903 0.058
```

Results
- LUMO: -0.1308 eV
- SMILES: C=C=C=C=C
- M: 64.09 Da
- HOMO: -8.9 eV
- Kohn-Sham gap: 8.770 eV


--- iii ---
A molecular structure, C5H4. Source: the Open Molecules 2025 dataset; level of theory: ωB97M-V/def2-TZVPD.

Structure (XYZ):
```
9
Properties=species:S:1:pos:R:3:lowdin_charge:R:1
C -2.3621 0.3492 -0.4286 0.214
C -0.3381 0.2742 -0.1608 -0.292
C 1.0775 -0.3100 0.0564 -0.079
C -1.5172 -0.5775 -0.0495 -0.194
C 0.6442 1.1382 0.0354 0.026
H 1.0317 -0.7126 0.9877 0.051
H 1.6951 -0.7272 -0.6638 0.065
H -1.1656 -1.5968 0.1906 0.122
H 0.9345 2.1625 0.0326 0.087
```

Results
- LUMO: -0.0257 eV
- M: 64.09 Da
- HOMO: -9.0 eV
- Kohn-Sham gap: 8.987 eV


--- iv ---
A single C5H4 molecule. Source: the Open Molecules 2025 dataset; level of theory: ωB97M-V/def2-TZVPD.

Structure (XYZ):
```
9
Properties=species:S:1:pos:R:3:lowdin_charge:R:1
C -1.9958 -0.0865 0.4358 0.134
C -0.3953 -0.0973 0.2066 -0.235
C 0.7161 -0.9674 0.2216 -0.032
C 0.7288 0.6700 -0.2985 0.037
C 1.9204 -0.0535 0.4318 -0.166
H -2.6729 0.5156 -0.1128 0.023
H -2.2039 -0.3382 1.4675 0.037
H 2.1160 0.1603 1.5051 0.098
H 2.8984 -0.4115 -0.0358 0.106
```

Results
- LUMO (alpha / beta): -1.0670 / -0.2001 eV
- SMILES: C=C1C2=C1C2
- M: 64.09 Da
- HOMO (alpha / beta): -7.7 / -9.3 eV
- Kohn-Sham gap (alpha / beta): 6.650 / 9.122 eV


Preferred: i; penalty for the next structure: 0.0089 hartree.


--- i ---
A single C5H4 molecule. Source: the Open Molecules 2025 dataset; level of theory: ωB97M-V/def2-TZVPD.

Structure (XYZ):
```
9
Properties=species:S:1:pos:R:3:lowdin_charge:R:1
C 0.1477 -0.4827 1.9761 -0.224
C 0.8563 -1.0782 2.8431 0.085
C -0.4035 -0.2301 0.7757 -0.121
C 0.3219 0.0279 -0.4069 -0.238
C -0.0733 0.6132 -1.5021 0.038
H -1.4882 -0.2418 0.5521 0.122
H 1.3799 -0.3469 -0.2871 0.136
H 0.5219 1.0282 -2.3503 0.084
H -1.2627 0.7103 -1.6007 0.118
```

Results
- LUMO: -1.8242 eV
- M: 64.09 Da
- HOMO: -10.0 eV
- Kohn-Sham gap: 8.157 eV


--- ii ---
A single C5H4 molecule. Source: the Open Molecules 2025 dataset; level of theory: ωB97M-V/def2-TZVPD.

Structure (XYZ):
```
9
Properties=species:S:1:pos:R:3:lowdin_charge:R:1
C -0.0015 -0.6385 1.2292 -0.051
C 0.4272 0.0072 -0.0137 -0.166
C 1.0524 0.1565 -1.1034 -0.040
C 0.2417 0.4947 -2.4193 0.044
C -0.4608 0.7481 -1.2957 -0.167
H -0.3220 0.0827 1.9864 0.082
H 0.8248 -1.2337 1.6255 0.090
H -0.8411 -1.3087 1.0096 0.098
H -0.9205 1.6918 -1.0186 0.108
```

Results
- LUMO: -0.1492 eV
- M: 64.09 Da
- HOMO: -8.7 eV
- Kohn-Sham gap: 8.590 eV


--- iii ---
3 unconnected molecules or ions with the total composition C5H4. Source: the Open Molecules 2025 dataset; level of theory: ωB97M-V/def2-TZVPD.

Structure (XYZ):
```
9
Properties=species:S:1:pos:R:3:lowdin_charge:R:1
C -0.0523 -0.2130 2.1562 -0.362
C 0.1130 -0.0132 3.4106 0.199
C 0.4788 -0.9398 0.8740 -0.219
C 1.3113 -1.9719 0.7153 0.116
C -0.1622 0.2890 0.7715 0.138
H 1.8972 -2.2609 -0.1299 0.072
H 1.4252 -2.6966 1.4510 0.058
H -0.4851 2.3333 -0.3313 -0.027
H -0.4912 2.6690 -1.1462 0.025
```

Results
- LUMO: -2.4566 eV
- M: 64.09 Da
- HOMO: -9.9 eV
- Kohn-Sham gap: 7.416 eV


Preferred: i; penalty for the next structure: 0.0519 hartree.


--- i ---
A single C11H12N2O2 molecule. Source: the Open Molecules 2025 dataset; level of theory: ωB97M-V/def2-TZVPD.

Structure (XYZ):
```
27
Properties=species:S:1:pos:R:3:lowdin_charge:R:1
N 1.6121 -1.7172 0.5778 0.051
C 2.3903 -0.8953 -0.3177 -0.304
C 1.4518 -0.3895 -1.3887 -0.107
C 0.3124 0.4671 -0.8234 -0.168
C 0.3799 1.7681 -0.5244 -0.081
N -0.8122 2.2293 -0.0885 0.073
C -1.7179 1.1813 0.0509 -0.184
C -3.0497 1.1606 0.6007 0.000
C -3.6404 -0.1060 0.5824 -0.123
C -2.9848 -1.2401 0.0916 -0.110
C -1.6850 -1.1827 -0.4509 -0.033
C -1.0489 0.0576 -0.4284 -0.155
C 3.0734 0.3537 0.3748 -0.471
O 3.6669 1.1723 -0.2703 0.099
O 2.9897 0.4527 1.7361 0.108
H 2.1425 -2.3495 1.1765 0.095
H 0.7898 -1.2806 0.9517 0.075
H 3.2426 -1.4389 -0.7900 0.163
H 2.0299 0.2971 -2.0817 0.136
H 1.0017 -1.2113 -1.9979 0.129
H 1.2617 2.4449 -0.6094 0.152
H -0.9323 3.1462 0.3090 0.154
H -3.5936 2.0481 0.9054 0.100
H -4.6482 -0.2880 0.9728 0.100
H -3.4878 -2.2491 0.2523 0.117
H -1.2447 -2.1086 -0.8259 0.109
H 2.5007 -0.3223 2.0152 0.075
```

Results
- LUMO: 0.6826 eV
- SMILES: N[C@@H](Cc1c[nH]c2ccccc12)C(=O)O
- M: 204.23 Da
- HOMO: -8.1 eV
- Kohn-Sham gap: 8.772 eV


--- ii ---
A single C11H12N2O2 molecule. Source: the Open Molecules 2025 dataset; level of theory: ωB97M-V/def2-TZVPD.

Structure (XYZ):
```
27
Properties=species:S:1:pos:R:3:lowdin_charge:R:1
C 1.7967 0.1245 -1.9378 0.068
C 1.6231 0.4626 -0.7188 -0.334
C 2.6418 0.5152 0.3904 -0.061
C 0.2883 1.0202 -0.1912 -0.062
C -0.8878 0.3433 -0.0291 -0.117
C -2.0677 1.0700 0.2881 -0.019
C -3.3001 0.5688 0.1758 -0.130
N -3.5233 -0.6167 -0.4111 0.074
C -2.5584 -1.3236 -0.7981 -0.062
C -1.2001 -1.0523 -0.2488 -0.144
C -0.3819 -2.0173 0.1935 -0.067
C 0.5876 -1.7726 1.2330 -0.110
N 0.3439 2.4706 -0.0644 -0.343
O -0.1140 3.0118 0.9146 0.071
O 1.1430 3.0509 -0.7944 0.079
H 2.6221 -0.3089 -2.4330 0.062
H 1.0315 0.2021 -2.7328 0.096
H 2.2160 0.0722 1.4021 0.093
H 2.9138 1.5885 0.5763 0.096
H 3.5469 -0.1699 0.2955 0.101
H -1.9007 2.0889 0.6930 0.115
H -4.1018 1.2138 0.5275 0.115
H -2.6988 -2.2212 -1.2337 0.085
H -0.6895 -3.0560 0.1268 0.120
H 0.6725 -0.7492 1.4572 0.018
H 1.6536 -2.1982 1.0626 0.122
H 0.3432 -2.3174 2.2566 0.136
```

Results
- LUMO (alpha / beta): -1.2020 / -1.2022 eV
- SMILES: C=C(C)/C(=c1/ccnc/c1=C/C)[N+](=O)[O-]
- M: 204.23 Da
- HOMO (alpha / beta): -8.5 / -8.5 eV
- Kohn-Sham gap (alpha / beta): 7.331 / 7.330 eV


--- iii ---
A single C11H12N2O2 molecule. Source: the Open Molecules 2025 dataset; level of theory: ωB97M-V/def2-TZVPD.

Structure (XYZ):
```
27
Properties=species:S:1:pos:R:3:lowdin_charge:R:1
N 1.7822 0.5943 -1.3923 0.069
C 0.9698 -0.4065 -2.0298 -0.320
C -0.4839 -0.8565 -1.5138 -0.099
C -0.5899 -0.9238 -0.0842 -0.255
C -0.5453 -2.0668 0.6076 -0.057
N -0.7768 -1.8417 1.9418 0.068
C -0.8537 -0.4803 2.1695 -0.239
C -0.8710 0.3528 3.3078 -0.035
C -0.8602 1.7679 3.3045 -0.087
C -0.5679 2.3103 2.0335 -0.126
C -0.6154 1.5436 0.8301 -0.019
C -0.8574 0.0757 0.9050 -0.121
C 0.8947 -0.2994 -3.5479 -0.501
O -0.0675 -0.6955 -4.1744 0.081
O 1.9800 0.2983 -4.1090 0.061
H 2.1115 0.2938 -0.4705 0.111
H 1.1796 1.3474 -1.4059 0.043
H 1.6528 -1.2677 -1.9286 0.154
H -0.5433 -2.0028 -2.0480 0.178
H -1.4757 -0.3400 -2.1857 0.200
H -0.4171 -2.9693 0.2879 0.073
H -0.6279 -2.5979 2.7519 0.221
H -1.2362 -0.1969 4.2008 0.110
H -0.9042 2.2921 4.2343 0.088
H -0.3982 3.4643 1.7721 0.132
H -0.5123 2.1064 -0.1561 0.112
H 2.6332 0.4983 -3.3007 0.159
```

Results
- LUMO: 0.4760 eV
- SMILES: N[C@@H](Cc1c[nH]c2ccccc12)C(=O)O
- M: 204.23 Da
- HOMO: -8.1 eV
- Kohn-Sham gap: 8.591 eV


--- iv ---
A single C11H12N2O2 molecule. Source: the Open Molecules 2025 dataset; level of theory: ωB97M-V/def2-TZVPD.

Structure (XYZ):
```
27
Properties=species:S:1:pos:R:3:lowdin_charge:R:1
N -1.6992 -1.5240 0.9656 0.034
C -2.0755 -0.0654 0.4985 -0.245
C -1.1553 0.6365 -0.5406 -0.143
C 0.2323 0.7501 -0.0886 -0.218
C 0.6604 2.0998 0.0826 -0.043
N 2.0557 2.0925 0.3131 0.022
C 2.5249 0.7942 0.1364 -0.220
C 3.6751 0.1306 0.4514 -0.079
C 3.7992 -1.1337 0.0767 -0.125
C 2.8026 -1.9494 -0.5876 -0.124
C 1.5250 -1.5034 -0.6103 -0.047
C 1.3835 -0.0575 -0.2073 -0.103
C -3.4880 -0.0331 -0.1338 -0.454
O -3.8769 1.0014 -0.7633 0.030
O -4.4074 -0.9394 0.2413 0.034
H -0.9107 -1.2343 1.6101 0.089
H -1.2744 -1.9350 0.1229 0.045
H -2.0918 0.4824 1.5035 0.172
H -1.8359 1.4469 -0.7437 0.105
H -1.1206 0.0537 -1.4367 0.122
H 0.1619 3.1641 -0.0246 0.158
H 2.6284 3.1356 0.1831 0.251
H 4.5430 0.5918 0.8444 0.105
H 4.8421 -1.5050 0.0661 0.109
H 3.0982 -2.9375 -1.2402 0.152
H 0.5067 -1.9678 -1.0519 0.138
H -4.0724 -1.7831 0.9274 0.233
```

Results
- LUMO: 0.5697 eV
- SMILES: N[C@@H](Cc1c[nH]c2ccccc12)C(=O)O
- M: 204.23 Da
- HOMO: -7.9 eV
- Kohn-Sham gap: 8.504 eV


Preferred: i; penalty for the next structure: 0.1067 hartree.


--- i ---
2 unconnected molecules or ions with the total composition C2H2F3NO2. Source: the Open Molecules 2025 dataset; level of theory: ωB97M-V/def2-TZVPD.

Structure (XYZ):
```
10
Properties=species:S:1:pos:R:3:lowdin_charge:R:1
C -1.3211 0.0864 1.3208 0.178
N -0.8129 0.5727 0.3864 -0.163
O -0.1122 1.1089 -0.4736 -0.026
H -1.9151 -0.1594 2.2222 0.107
O 2.5027 0.8428 -1.1312 0.174
C 2.7503 0.0072 -0.1677 -0.703
F 1.9567 -1.1761 -0.1357 0.060
F 4.0363 -0.2824 -0.1851 0.179
F 2.4650 0.4850 1.0997 0.087
H 1.6237 1.2623 -1.1638 0.107
```

Results
- LUMO: 0.6520 eV
- SMILES: C#[N+][O-].OC(F)(F)F
- M: 129.04 Da
- HOMO: -10.9 eV
- Kohn-Sham gap: 11.519 eV


--- ii ---
A single C2H2F3NO2 molecule. Source: the Open Molecules 2025 dataset; level of theory: ωB97M-V/def2-TZVPD.

Structure (XYZ):
```
10
Properties=species:S:1:pos:R:3:lowdin_charge:R:1
N 0.4748 -0.5183 0.7403 0.102
O 1.0659 0.7690 1.0406 -0.036
C 0.4857 1.8398 0.5588 -0.391
O -0.5454 1.9614 -0.0117 0.162
C 1.7346 3.0158 0.7136 -0.476
F 2.3820 2.8264 -0.4564 0.135
F 2.5967 2.6350 1.7212 0.105
F 1.4830 4.2862 0.8610 0.195
H 0.8440 -1.1511 1.4715 0.104
H -0.5324 -0.5615 0.9873 0.102
```

Results
- LUMO: 0.5716 eV
- SMILES: NOC(=O)C(F)(F)F
- M: 129.04 Da
- HOMO: -10.9 eV
- Kohn-Sham gap: 11.508 eV


Preferred: ii; penalty for the next structure: 0.0255 hartree.